[1]
This record from OMol25 describes a 5-piece molecular cluster, C68H54NO13 overall at a distorted geometry. The level of theory is wB97M-V/def2-TZVPD.

The geometry in XYZ format:
```
136
Properties=species:S:1:pos:R:3:forces:R:3
C 1.65308 4.19819 -1.39658 0.05 0.14 -0.20
H -5.93824 7.47798 -4.11615 0.10 -0.03 -0.13
O 6.98992 -2.03983 -1.53596 -0.55 0.68 1.33
H -3.39928 6.39523 -0.84310 -0.09 0.06 -0.18
C -7.47710 -6.28020 2.61137 0.08 0.02 0.02
C 3.42258 -4.64016 4.39481 0.13 -0.05 0.04
H -4.23414 7.14299 -8.77912 0.00 0.01 0.17
C -2.21752 6.62133 -9.28070 0.02 0.00 0.09
H 5.78460 0.36539 -1.22314 -0.52 -0.03 -0.44
C 6.01470 -2.22997 -2.27973 1.44 -1.28 -1.46
C 2.77209 -0.09446 0.42022 -0.06 -0.64 0.15
C -4.47162 5.79600 2.37286 0.05 0.04 -0.04
H 5.01313 2.63774 -1.62065 -0.16 -0.22 -0.60
C -6.51604 -6.66025 1.68820 -0.21 -0.02 0.05
C -5.17585 -6.36702 1.91917 -0.06 0.08 0.14
H 0.88743 -4.35044 9.73843 0.03 0.00 -0.03
C 5.50955 -5.07123 2.61069 -0.03 -0.02 0.05
O -0.45243 5.97468 -4.65896 -0.08 0.04 -0.05
C 4.62827 1.92887 -2.37908 -0.65 -1.57 -0.09
H 6.32221 -5.23393 1.91326 -0.04 0.05 0.01
C 5.29354 0.47533 -2.20559 -0.03 1.26 -0.70
H 3.11770 -5.01927 10.58167 0.00 0.01 -0.04
O -4.47812 -7.40380 -0.07152 -0.03 0.03 0.11
C -1.21937 -0.03757 -1.99271 -1.25 0.30 -0.14
C 3.19400 -4.56504 3.02629 0.10 -0.01 -0.21
C 1.49898 -4.33374 7.68527 -0.12 0.00 0.18
C 2.54678 -4.53532 6.79286 0.09 -0.02 0.16
H 3.70982 -2.83371 -3.62040 -0.14 0.03 0.69
H 1.78909 0.13153 -0.04830 -0.05 -0.09 1.79
C 5.74224 -5.15378 3.97528 0.05 -0.03 -0.18
C 4.94707 -5.08168 6.32993 0.52 -0.10 0.05
C 3.80944 -4.89049 7.26888 -0.17 0.02 0.06
O -3.06227 -4.68480 4.30094 -0.10 -0.07 -0.05
C 1.26171 6.45414 -0.64334 0.21 -0.01 -0.09
H -2.05703 -1.20986 -0.31382 -0.32 0.47 -0.26
O 6.05659 -5.34755 6.75006 -0.11 0.01 0.03
H -2.02671 -7.56853 -0.52428 -0.13 0.07 0.07
C -0.78206 7.05071 0.63405 0.34 0.47 -0.05
C 0.43749 3.80404 -0.85736 0.11 -0.03 -0.08
C 4.01026 -5.06561 8.63412 -0.05 -0.01 0.22
C -4.97376 7.15408 -3.74566 -0.11 0.01 0.19
H 1.57789 -1.94868 -3.90530 -0.05 -0.38 0.54
C -4.01982 7.10069 2.55069 0.03 -0.06 -0.07
C 3.20495 -1.39357 0.34869 0.18 -0.15 0.02
H -2.47268 8.52041 2.12164 0.11 -0.08 -0.11
H 3.33216 0.69178 0.95704 0.42 0.10 -1.84
C -3.92908 6.91716 -4.63357 0.10 -0.03 0.10
C -2.41538 -0.53901 -1.11880 0.44 0.18 -0.47
H 2.55469 -2.17583 0.80308 -0.40 0.17 -1.89
C -2.72174 -6.52328 1.21960 0.07 0.06 0.13
O -2.06411 3.15246 0.20910 -0.07 0.12 0.03
H 0.24154 5.92437 -7.05627 -0.11 0.00 0.13
H -2.38880 6.68386 -10.34858 0.01 0.00 0.04
C 2.06085 5.52615 -1.29517 -0.24 -0.03 0.11
H -1.58954 0.81864 -2.60384 0.35 -0.56 0.31
H 6.73552 -5.38083 4.34111 -0.10 0.01 0.12
H 3.00707 5.83568 -1.72265 -0.04 -0.01 0.01
O 3.19673 1.79049 -2.17476 0.30 0.87 -0.15
C 0.04822 6.05860 -0.08965 -0.03 -0.09 0.00
H 3.98769 -3.90322 -2.21369 -0.31 0.60 -0.21
H 0.35059 -7.07930 -0.09043 -0.03 0.04 0.01
C -4.80314 -5.67387 3.07100 -0.16 -0.09 -0.08
C 1.70558 -4.50414 9.04503 0.08 -0.02 -0.05
C 4.51932 -1.87264 -0.29220 -0.46 0.60 1.95
H -8.51991 -6.51280 2.43154 0.04 0.01 0.00
H -4.06496 3.87448 1.51429 0.16 0.01 -0.07
C 3.60704 -2.90127 -2.51392 0.55 -0.18 0.64
H -0.14373 6.09500 -9.48599 -0.03 0.00 0.03
H -5.41419 5.48487 2.80717 0.04 0.00 -0.02
N 4.24667 -0.52431 -2.44403 0.62 -0.18 0.30
C -1.67568 4.29551 0.34925 -0.02 -0.58 -0.14
C 1.48206 -1.88868 -2.79676 -1.17 0.99 0.57
H 0.12227 2.77121 -0.94099 -0.08 0.07 0.06
C -4.15068 -6.81110 0.93841 -0.02 -0.27 -0.49
H 0.99897 -5.73684 1.88333 -0.05 -0.06 -0.02
C -1.74522 -6.98763 0.34494 0.17 -0.04 -0.08
C -0.04310 -5.95859 1.70078 -0.17 -0.07 -0.05
O -0.42869 8.21099 0.72854 -0.11 -0.06 0.04
C -0.95643 6.28649 -8.79576 -0.07 0.02 0.05
H -2.96106 0.34452 -0.72210 0.34 -0.69 0.03
H -1.53471 5.99829 -2.40862 0.02 0.02 -0.18
C -0.73908 6.19036 -7.43036 0.10 -0.02 -0.18
C -2.50102 5.28582 1.09247 0.03 0.13 0.24
H -0.38454 0.34724 -1.36674 -0.25 -0.42 -0.33
C -7.10347 -5.60565 3.77028 0.07 -0.02 -0.07
H -0.71987 -4.91726 3.44786 -0.10 -0.02 -0.01
C 2.96007 -4.87734 9.51915 -0.02 0.02 -0.09
H -3.08801 -1.12743 -1.78152 0.35 0.45 0.43
H 0.01818 -1.81665 -1.22246 0.08 -0.64 -0.59
H 5.34615 -1.24745 0.11986 -0.23 -0.53 -0.65
H 1.75840 -0.83856 -2.52092 0.12 -0.73 -0.16
C -1.01097 -5.49814 2.58051 0.16 0.04 0.06
C -1.54835 6.28307 -5.08151 0.50 -0.15 0.23
C -4.15706 7.08380 -6.09158 -0.50 0.15 -0.15
H 4.98542 -5.35282 9.00700 0.01 0.03 -0.17
C -5.77092 -5.29933 3.99735 -0.20 0.02 0.09
C 4.23256 -4.78632 2.13593 0.00 -0.04 0.05
C 4.69791 -4.95007 4.87214 -0.08 0.03 -0.08
H 6.10794 0.40672 -2.97066 -0.36 -0.08 0.63
C -3.25559 6.87778 -8.39903 0.04 0.00 -0.21
C -2.81927 7.50352 1.98618 -0.17 0.08 0.10
C -2.68304 6.51250 -4.15081 -0.19 0.03 0.02
H 0.52087 -4.04799 7.31854 0.10 -0.03 -0.14
C 4.52965 -1.84439 -1.84368 1.00 -0.35 -0.65
O -5.23763 7.44902 -6.51341 0.09 -0.03 0.02
C -2.35229 -5.78822 2.34953 0.03 -0.10 -0.17
C -2.49687 6.32385 -2.78568 -0.03 -0.01 0.21
H -7.85479 -5.31727 4.49571 0.03 0.00 -0.03
H 1.58495 7.48452 -0.56292 -0.15 -0.02 0.09
C -0.37137 4.72973 -0.20811 0.10 0.09 0.03
H 4.04935 -4.73431 1.06974 0.01 0.02 0.04
H -0.36560 -3.07977 -2.46956 -0.05 0.65 -0.11
O 2.24025 -2.84271 -2.08563 0.14 0.17 -0.84
C -3.71393 4.89034 1.64641 -0.16 0.00 0.11
C 2.30393 -4.38400 5.33482 -0.45 0.15 -0.31
H 4.70103 -2.92036 0.02460 0.17 0.61 -0.29
H 2.28200 3.46302 -1.89955 -0.19 0.25 0.33
O 1.20664 -4.06243 4.92097 0.05 -0.08 0.08
O -0.82734 -1.04277 -2.92138 0.47 -0.21 0.27
H 2.76582 1.76334 -3.04020 0.28 -0.31 0.30
C -2.05907 6.60065 1.25068 -0.08 -0.15 0.18
C -1.78241 6.43009 -6.54231 -0.11 0.04 -0.14
H -4.60696 7.80389 3.12916 0.02 -0.02 -0.03
H 2.20503 -4.33723 2.65239 0.04 0.15 0.18
H -6.80885 -7.18895 0.78982 0.17 0.01 0.00
C -3.04091 6.78918 -7.02764 0.16 -0.07 -0.02
H -5.59732 7.15089 -1.69567 0.03 -0.01 -0.02
H 4.73938 2.28231 -3.42601 0.49 0.05 0.72
H -5.48437 -4.77163 4.89839 0.15 -0.01 -0.11
C -4.78154 6.96980 -2.38540 0.08 -0.02 -0.09
C 0.00069 -2.04427 -2.31628 0.98 0.46 0.53
O 6.16740 -2.71880 -3.44136 -1.43 0.47 0.20
C -0.40899 -6.71089 0.58836 -0.05 0.04 0.06
C -3.37824 -5.32688 3.31932 0.28 0.30 0.39
C -3.54486 6.54744 -1.90529 -0.05 0.05 -0.13
H 4.22305 -0.66501 -3.45591 -0.05 -0.21 0.32
```
Positions in Å, forces in eV/Å.

* frontier orbital gap: 4.8 eV
* ΔE to the lowest compared entry with this formula, charge and spin: 0.0 kJ/mol
* multiplicity: 1
* charge: -1

Here are the Mulliken charges for atoms 1 to 6, given in e:
1. C 0.009
2. H 0.464
3. O -0.709
4. H 0.097
5. C -0.438
6. C 0.019

=====

[2]
This record from OMol25 describes a single C7H5ClO4 molecule at a distorted geometry. The level of theory is wB97M-V/def2-TZVPD.

The geometry in XYZ format:
```
17
Properties=species:S:1:pos:R:3:forces:R:3
O 2.58503 -1.82871 2.46593 -1.35 0.75 -0.69
Cl -1.19266 -2.37104 0.73938 -0.08 -0.90 0.49
H 0.36311 2.30895 -2.22438 -0.65 -0.90 0.25
C -1.14285 -0.84084 0.07539 2.90 4.41 -2.14
O -2.13546 0.05642 0.12740 -0.95 0.11 -0.19
H -2.49823 -0.77657 -1.86327 0.73 0.01 1.29
O 2.19435 -0.85060 1.44755 0.13 -0.49 0.24
C -0.04432 1.47473 -1.59497 1.42 2.54 -2.01
H 1.46379 2.09729 -0.05554 -0.56 -0.33 -1.01
C -1.03540 0.74354 -2.05999 -0.02 0.07 1.03
O 0.53912 -0.06153 2.88451 1.69 -0.59 -3.88
C 1.06667 -0.14910 1.74808 -1.01 0.72 3.30
C 0.70909 1.35647 -0.41319 1.09 -0.89 3.99
C 0.53061 0.38409 0.49041 -3.00 -2.35 -1.11
C -1.71322 -0.25551 -1.24963 -0.56 -1.84 0.54
H 1.70987 -2.27467 2.51067 0.71 -0.14 0.50
H -1.39952 0.98709 -3.02836 -0.47 -0.16 -0.60
```
Positions in Å, forces in eV/Å.

* frontier orbital gap: 8.9 eV
* ΔE to the lowest compared entry with this formula, charge and spin: 229.0 kJ/mol
* multiplicity: 1

Here are the natural (NBO) charges for atoms 1 to 6, given in e:
1. O -0.384
2. Cl 0.084
3. H 0.216
4. C 0.223
5. O -0.459
6. H 0.212

=====

[3]
This record from OMol25 describes a single C4H8N2O molecule at a distorted geometry. The level of theory is wB97M-V/def2-TZVPD.

The geometry in XYZ format:
```
15
Properties=species:S:1:pos:R:3:forces:R:3
H 1.03864 1.96201 0.88768 1.20 0.14 1.28
H -0.21845 2.74311 0.02427 0.42 -0.69 -0.32
H 1.22329 2.13884 -0.84093 0.28 -0.43 -0.61
C 0.55366 1.93708 -0.03484 -3.58 0.02 0.24
H -3.11452 -0.42131 0.27084 -0.72 -0.09 -0.33
H -0.47957 -2.23064 -0.48954 0.59 0.53 0.62
H 0.67393 -2.02266 1.02927 -1.12 -0.40 -1.43
C 0.80337 -0.38597 -0.04487 1.05 -2.37 -0.14
H 1.35838 -2.32572 -0.51525 -0.61 0.28 -0.17
O 2.01193 -0.22013 0.10807 -0.96 1.97 -0.25
C 0.46874 -1.82636 -0.08954 0.38 -1.72 1.36
N -2.16143 -0.64940 0.05996 0.56 0.07 0.10
N -0.16534 0.57644 -0.05122 2.69 2.55 -1.00
H -2.04187 1.39859 0.00959 0.07 0.47 -0.13
C -1.53375 0.44684 -0.04770 -0.24 -0.33 0.78
```
Positions in Å, forces in eV/Å.

* frontier orbital gap: 10.5 eV
* ΔE to the lowest compared entry with this formula, charge and spin: 179.9 kJ/mol
* multiplicity: 1
* structure (SMILES): [H]/N=C/N(C)C(C)=O

Here are the natural (NBO) charges for atoms 1 to 6, given in e:
1. H 0.216
2. H 0.193
3. H 0.222
4. C -0.389
5. H 0.347
6. H 0.253

=====

[4]
This record from OMol25 describes C11H20MnN3P2 as an isolated structure at a distorted geometry. The level of theory is wB97M-V/def2-TZVPD.

The geometry in XYZ format:
```
37
Properties=species:S:1:pos:R:3:forces:R:3
C 1.25827 1.65665 2.57520 -0.67 -0.05 0.54
H 1.88059 -1.10402 3.88351 -0.28 0.07 -0.12
C 0.80160 -0.86423 3.84458 -0.80 0.93 0.14
H -2.06205 -0.19124 2.56346 0.10 0.21 -0.05
H 0.22835 -1.79941 3.90245 0.16 0.17 0.03
H -0.62149 -4.05954 1.68042 0.47 0.44 -0.70
Mn 1.57819 -1.43227 1.22682 -0.48 -0.11 -1.30
C -0.44429 0.44076 -1.77208 0.56 0.76 0.41
H -2.36098 1.59690 -1.42287 0.21 -0.15 0.07
H -0.80897 -0.55260 -2.02290 0.16 0.15 -0.21
N 0.46007 -0.00380 4.96780 -0.13 -0.03 1.19
C -0.99815 0.30983 5.00036 0.85 0.81 -0.77
H -0.84388 3.16873 3.19193 0.10 -0.19 0.28
N -1.39132 1.26781 3.93395 -0.34 0.28 0.71
P 0.33535 0.10286 2.30610 1.39 -0.68 -1.56
H -0.94118 -2.95830 -0.21352 0.64 -0.16 0.53
C 1.26614 1.23524 4.97917 -0.69 0.39 -0.48
C 0.94535 0.86945 -1.68651 -1.30 -0.08 0.24
N 0.89862 2.17912 3.89083 -0.07 0.55 0.97
C -1.36152 0.65360 2.60599 -0.14 0.06 0.52
H 0.85652 -4.25106 0.02611 -0.88 0.17 0.33
H 0.96645 2.33472 1.76217 0.17 0.00 0.13
H -1.56871 -0.61548 4.86189 0.10 0.16 0.17
H -0.71160 3.55054 -0.58730 -0.03 0.07 -0.34
H 2.33681 1.46528 2.51735 -0.17 0.11 -0.01
C 0.94886 2.24164 -1.30458 -0.99 -0.80 1.05
H 1.81942 2.87513 -1.17771 -0.06 -0.09 0.06
P 0.10896 -3.23152 0.73485 0.10 -0.95 -0.43
C -0.55081 2.48924 4.00586 0.42 -0.77 -0.10
H 2.33498 0.98100 4.87570 -0.41 0.05 0.14
H -0.72047 2.97279 4.98395 0.05 -0.19 -0.41
C -1.27535 1.54565 -1.41515 1.43 -0.44 0.74
H 1.82369 0.24878 -1.83145 -0.06 0.06 -0.43
C -0.40041 2.59676 -1.00224 0.34 0.00 -0.88
H -1.22712 0.77196 5.96900 0.04 -0.18 -0.20
H 1.09024 1.76043 5.93754 0.14 -0.33 -0.41
H -1.62783 1.37779 1.82099 0.07 -0.23 0.13
```
Positions in Å, forces in eV/Å.

* frontier orbital gap (alpha / beta): 4.4 / 4.2 eV
* multiplicity: 5

Here are the natural (NBO) charges for atoms 1 to 6, given in e:
1. C -0.543
2. H 0.213
3. C -0.528
4. H 0.229
5. H 0.224
6. H 0.033